Here is the ion C4H12NO with charge +1 at a distorted geometry from the Open Molecules 2025 dataset. Energies are from wB97M-V/def2-TZVPD.

As for the net charge: +1. The spin multiplicity is 1. The calculation puts the maximum force at 3.739 eV/Å. Its SMILES is C[C@H](O)[C@@H](C)[NH3+]. Its HOMO-LUMO gap is 11.47 eV. Its electronic energy is -289.32070 a.u. As for the energy relative to the best compared isomer or geometry (same formula, charge and spin): 33.99 kcal per mole.

CARTESIAN COORDINATES (ANGSTROEM)
1 C 0.805 -1.496 -0.575
2 C -0.454 -0.706 -0.189
3 C -0.523 0.792 -0.629
4 C 0.774 1.538 -0.598
5 O -1.319 1.303 0.514
6 N -0.552 -0.847 1.325
7 H 0.697 -1.765 -1.624
8 H 1.677 -0.840 -0.593
9 H 1.047 -2.335 0.075
10 H -1.351 -1.250 -0.466
11 H -1.168 1.148 -1.429
12 H 1.469 1.251 0.229
13 H 1.372 1.358 -1.501
14 H 0.655 2.602 -0.344
15 H -1.407 2.258 0.568
16 H -0.777 -1.806 1.614
17 H 0.357 -0.896 1.812
18 H -1.303 -0.310 1.812